Entry 1:
DFT (the ωB97M-V functional and the def2-TZVPD basis) results for 3 unconnected molecules or ions with the total composition C10H21N2O4P at a distorted geometry.

Structure (XYZ):
```
38
C10H21N2O4P | OMol25 | the ωB97M-V functional and the def2-TZVPD basis
P 11.22 -20.11 -32.61
O 10.04 -21.00 -32.89
O 11.11 -18.64 -33.38
O 11.47 -19.59 -31.06
O 12.65 -20.78 -33.09
N 6.80 -14.57 -30.18
N 8.73 -16.29 -26.55
C 14.14 -21.92 -34.65
C 8.10 -17.25 -28.92
C 9.97 -17.81 -33.25
C 13.41 -18.10 -31.07
C 6.77 -13.45 -30.66
C 12.76 -19.34 -30.49
C 10.59 -16.40 -33.11
C 8.35 -16.70 -27.58
C 12.64 -21.77 -34.09
C 6.82 -12.05 -31.17
H 9.42 -17.90 -32.31
H 14.13 -22.69 -35.42
H 12.91 -17.18 -30.77
H 6.92 -11.43 -30.28
H 7.08 -16.97 -29.18
H 14.47 -17.98 -30.85
H 11.43 -16.36 -32.42
H 9.24 -17.84 -34.06
H 14.39 -20.93 -35.04
H 8.86 -16.99 -29.65
H 5.89 -11.88 -31.72
H 9.83 -15.66 -32.88
H 7.63 -11.96 -31.90
H 8.27 -18.31 -28.75
H 13.35 -18.22 -32.16
H 14.80 -22.18 -33.82
H 12.34 -22.68 -33.57
H 13.43 -20.19 -30.54
H 12.60 -19.30 -29.42
H 12.02 -21.39 -34.90
H 10.96 -16.02 -34.06
```

Output
E_tot: -1145.48784 hartree
SMILES: CCOP(=O)(OCC)OCC.CC#N.CC#N

Results of the Löwdin charge analysis, in e, for atoms 1 through 8:
1 P 0.570
2 O -0.248
3 O -0.223
4 O -0.191
5 O -0.226
6 N 0.126
7 N 0.106
8 C -0.045

---

Entry 2:
DFT (the ωB97M-V functional and the def2-TZVPD basis) results for a molecular structure, C10H14BCaIN6 at a distorted geometry.

Structure (XYZ):
```
33
C10H14BCaIN6 | OMol25 | the ωB97M-V functional and the def2-TZVPD basis
I 2.52 0.65 4.10
Ca 0.53 0.14 2.03
N 0.62 1.75 0.38
N -1.49 -0.12 0.07
N 1.29 -0.97 0.10
N 0.59 1.70 -1.01
N -1.27 -0.01 -1.29
N 1.19 -0.72 -1.27
C 1.96 -1.56 -1.93
C -2.78 -0.45 0.23
C 2.62 -2.40 -1.04
C 0.84 2.91 -1.50
C 1.06 3.82 -0.46
C -2.41 -0.24 -1.94
C -1.31 -1.68 3.18
C 0.92 3.04 0.74
C 2.18 -1.98 0.23
C -3.41 -0.54 -1.03
B 0.21 0.39 -1.80
H -2.04 -2.25 2.58
H 0.85 3.07 -2.59
H 1.34 4.86 -0.53
H -0.43 -2.09 2.67
H 0.23 0.54 -2.99
H 3.31 -3.16 -1.27
H 1.01 3.35 1.78
H -1.59 -0.68 3.19
H -0.96 -1.90 4.21
H 2.44 -2.37 1.21
H 1.99 -1.53 -3.03
H -2.42 -0.19 -3.04
H -3.16 -0.60 1.23
H -4.42 -0.78 -1.22
```

Output
E_tot: -1718.32182 hartree

Results of the Löwdin charge analysis, in e, for atoms 1 through 8:
1 I -0.260
2 Ca 0.874
3 N -0.133
4 N -0.007
5 N -0.100
6 N -0.040
7 N -0.037
8 N -0.031

---

Entry 3:
DFT (the ωB97M-V functional and the def2-TZVPD basis) results for 4 unconnected molecules or ions with the total composition C19H28Br2F4N4O6S2 at a distorted geometry.

Structure (XYZ):
```
65
C19H28Br2F4N4O6S2 | OMol25 | the ωB97M-V functional and the def2-TZVPD basis
Br -0.11 -4.33 -0.77
Br 2.71 -1.55 -0.05
S 1.98 2.90 1.21
S 0.79 1.47 -2.80
F 4.06 1.64 -2.56
F 2.11 1.57 3.49
F 3.48 0.82 1.98
F 3.83 2.65 2.98
O -0.57 1.68 -3.20
O 0.53 0.30 1.36
O 0.82 3.40 1.88
O 1.06 0.03 -2.14
O 1.63 1.54 -3.93
O 2.85 3.98 0.88
N -2.19 1.41 2.20
N -1.35 4.33 -0.97
N -3.25 -7.78 3.50
N -2.25 -3.97 1.84
C 1.66 -2.96 -2.50
C -0.78 6.66 -1.98
C -4.14 -7.34 2.92
C 0.78 -1.60 -0.44
C 1.55 1.87 -0.21
C -1.04 1.62 0.11
C -2.04 0.94 1.05
C 0.28 -0.24 -0.96
C -0.55 -5.45 3.14
C 2.52 3.46 -2.05
C -5.25 -6.77 2.18
C 0.33 0.91 0.10
C 1.30 2.68 -1.52
C 2.88 1.87 2.50
C -1.10 5.36 -1.41
C -2.87 -0.26 0.56
C 0.48 -2.64 -1.59
C -1.50 -4.62 2.41
C 3.88 2.81 -1.84
H -0.76 -0.41 -1.25
H -1.00 2.66 0.44
H 4.07 2.57 -0.79
H -2.94 -0.19 -0.53
H 0.37 -4.90 3.36
H -6.08 -7.47 2.11
H -4.96 -6.50 1.17
H -0.09 7.21 -1.33
H 2.22 -2.08 -2.82
H -1.53 1.64 -0.87
H -0.27 -6.33 2.56
H -0.37 -2.25 -2.15
H -2.89 0.86 2.71
H 0.32 0.92 2.08
H -3.88 -0.15 0.96
H 0.46 3.37 -1.36
H -5.63 -5.87 2.66
H 0.21 -1.94 0.42
H -0.97 -5.80 4.08
H -1.67 7.26 -2.10
H 2.43 3.73 -3.11
H -0.30 6.56 -2.95
H 2.30 -3.74 -2.09
H 2.40 1.19 -0.36
H 2.55 4.41 -1.51
H -2.43 -1.21 0.87
H 4.66 3.51 -2.16
H 1.24 -3.39 -3.42
```

Output
Relative energy (zero: lowest compared OMol25 entry of this formula, charge and spin): 0.770 eV
E_tot: -7755.02326 hartree
SMILES: [H]/N=C(\C)C[C@]1(O)[C@H](S(=O)(=O)C(F)(F)F)[C@@H](CCF)S(=O)(=O)O[C@H]1[C@H](Br)[C@@H](C)Br.CC#N.CC#N.CC#N

Results of the Löwdin charge analysis, in e, for atoms 1 through 8:
1 Br 0.715
2 Br 0.868
3 S 0.785
4 S 0.665
5 F -0.040
6 F 0.189
7 F 0.139
8 F 0.162

---

The LUMO energy results, record by record, are as follows: 0.45, 0.14, 0.38 eV.
The orbital gap results, record by record, are as follows: 10.97, 8.62, 10.22 eV.